Here is a molecular structure, CClF3NO2S at a distorted geometry from the Open Molecules 2025 dataset. Energies are from the ωB97M-V functional and the def2-TZVPD basis.

Values from the calculation:
F_max: 4.2 eV/A
Electronic energy: -38132.406 eV
HOMO-LUMO gap: 0.2990 Ha
Net charge: -1

Geometry as XYZ:
```
9
Properties=species:S:1:pos:R:3:forces:R:3
Cl 0.650 -2.195 1.399 -0.641 -1.165 0.756
S 0.668 0.389 0.498 0.997 -2.698 -0.315
F -1.828 -0.486 -0.265 0.195 -0.041 0.161
F -0.427 -0.381 -1.900 0.206 0.016 0.156
F -1.236 1.428 -1.053 -0.072 0.254 -0.022
O 1.451 1.420 -0.127 0.257 -0.126 -0.175
O -0.036 0.709 1.715 -0.029 -0.063 -0.025
N 1.539 -1.090 0.478 -1.139 3.931 -0.722
C -0.781 0.205 -0.745 0.225 -0.109 0.186
```
Forces are in eV/Å.

=====

Here is 2 unconnected molecules or ions with the total composition CClNO2S2 at a distorted geometry from the Open Molecules 2025 dataset. Energies are from the ωB97M-V functional and the def2-TZVPD basis.

Values from the calculation:
F_max: 2.9 eV/A
Electronic energy: -40817.218 eV
HOMO-LUMO gap: 0.2581 Ha
Net charge: -2

Geometry as XYZ:
```
7
Properties=species:S:1:pos:R:3:forces:R:3
Cl 1.545 7.961 -3.800 0.024 0.103 -0.053
S 0.598 -2.110 -0.071 0.511 0.043 -1.214
S -1.169 -0.516 0.090 -0.589 0.123 -0.150
O 0.232 -2.579 -1.389 0.187 0.584 -1.647
O 0.313 -3.176 0.828 -0.200 -1.129 2.628
N -0.643 0.422 2.698 -0.065 -0.180 0.043
C -0.877 -0.002 1.644 0.133 0.456 0.393
```
Forces are in eV/Å.

=====

Here is a gas-phase ion, CClO4P (charge -2) at a distorted geometry from the Open Molecules 2025 dataset. Energies are from the ωB97M-V functional and the def2-TZVPD basis.

Values from the calculation:
F_max: 3.1 eV/A
Electronic energy: -31040.294 eV
SMILES: O=C(Cl)P(=O)([O-])[O-]
HOMO-LUMO gap: 0.2345 Ha
Net charge: -2

Geometry as XYZ:
```
7
Properties=species:S:1:pos:R:3:forces:R:3
Cl 2.052 1.117 1.103 0.547 0.437 0.117
P -0.879 0.081 -0.076 -0.041 -0.221 -0.192
O -0.766 1.545 -0.236 -0.148 1.436 -1.408
O -1.133 -0.885 -1.205 0.027 0.382 -0.390
O 1.396 -1.459 0.682 -0.350 1.717 -0.793
O -1.417 -0.293 1.254 -0.808 -0.991 1.550
C 0.931 -0.403 0.395 0.772 -2.758 1.116
```
Forces are in eV/Å.

=====

Here is a molecular structure, CClO5S at a distorted geometry from the Open Molecules 2025 dataset. Energies are from the ωB97M-V functional and the def2-TZVPD basis.

Values from the calculation:
F_max: 2.1 eV/A
Electronic energy: -34634.387 eV
HOMO-LUMO gap: 0.3600 Ha
Net charge: -1

Geometry as XYZ:
```
8
Properties=species:S:1:pos:R:3:forces:R:3
Cl 1.979 0.949 -0.014 1.083 0.781 0.056
S -1.075 0.328 0.104 -1.244 0.208 0.028
O -0.329 0.194 1.319 -0.073 -0.052 1.172
O 0.098 -0.432 -0.971 -1.694 0.040 -0.129
O 1.656 -1.588 0.158 -0.131 -0.364 0.053
O -2.215 -0.527 -0.012 -0.185 -0.341 -0.401
O -1.247 1.665 -0.376 0.201 0.172 -0.467
C 1.134 -0.589 -0.207 2.043 -0.444 -0.311
```
Forces are in eV/Å.

=====

Here is a molecular structure, CCsO3 at a distorted geometry from the Open Molecules 2025 dataset. Energies are from the ωB97M-V functional and the def2-TZVPD basis.

Values from the calculation:
F_max: 1.8 eV/A
Electronic energy: -7727.117 eV
HOMO-LUMO gap: 0.0918 Ha
Net charge: -1

Geometry as XYZ:
```
5
Properties=species:S:1:pos:R:3:forces:R:3
Cs 0.988 -0.746 2.591 -0.508 0.780 -1.573
O 0.613 -0.419 -1.412 -0.106 0.217 0.482
O 0.176 0.917 0.352 0.391 -0.397 1.085
O -1.521 0.059 -0.857 0.452 0.174 0.155
C -0.257 0.189 -0.674 -0.229 -0.774 -0.149
```
Forces are in eV/Å.

=====

Here is 2 unconnected molecules or ions with the total composition CF2N2 at a distorted geometry from the Open Molecules 2025 dataset. Energies are from the ωB97M-V functional and the def2-TZVPD basis.

Values from the calculation:
F_max: 3.3 eV/A
Electronic energy: -9450.164 eV
HOMO-LUMO gap: 0.3890 Ha

Geometry as XYZ:
```
5
Properties=species:S:1:pos:R:3:forces:R:3
F -0.587 -1.378 -0.779 0.103 -0.310 0.238
F 1.191 -1.444 0.344 -1.093 0.601 -0.559
N -0.671 0.976 0.315 -0.456 2.881 1.445
N -0.418 2.000 0.638 -0.370 -1.731 -0.627
C 0.470 -0.683 -0.502 1.816 -1.441 -0.498
```
Forces are in eV/Å.

=====

Here is a gas-phase ion, CF2N5 (charge -1) at a distorted geometry from the Open Molecules 2025 dataset. Energies are from the ωB97M-V functional and the def2-TZVPD basis.

Values from the calculation:
F_max: 4.1 eV/A
Electronic energy: -13919.077 eV
HOMO-LUMO gap: 0.3657 Ha
Net charge: -1

Geometry as XYZ:
```
8
Properties=species:S:1:pos:R:3:forces:R:3
F 0.488 -2.094 0.739 -0.199 0.670 0.036
F -1.317 -1.132 1.585 0.712 0.083 -0.675
N -0.837 1.079 -0.345 -2.019 -1.418 0.796
N 0.034 1.891 -0.856 -1.820 3.550 -1.069
N 1.165 0.159 -0.420 -0.126 -0.286 -0.339
N -0.595 -1.319 0.344 -0.921 0.724 -0.084
N 1.180 1.409 -0.948 2.543 -1.831 0.524
C -0.118 0.006 -0.099 1.829 -1.491 0.811
```
Forces are in eV/Å.

=====

Here is 2 unconnected molecules or ions with the total composition CF2NPS at a distorted geometry from the Open Molecules 2025 dataset. Energies are from the ωB97M-V functional and the def2-TZVPD basis.

Values from the calculation:
F_max: 3.4 eV/A
Expectation value of S²: 2.0103
Electronic energy: -28082.234 eV
2S+1: 3
HOMO-LUMO gap (alpha / beta): 0.3737 / 0.2281 Ha

Geometry as XYZ:
```
6
Properties=species:S:1:pos:R:3:forces:R:3
S -1.505 1.103 0.788 -1.193 1.740 1.048
P -0.066 0.332 -0.386 1.083 -0.136 -3.168
F -0.220 3.065 1.115 -0.482 -1.107 -0.082
F -0.813 0.264 -1.891 0.629 0.064 2.044
N -0.522 -2.462 0.298 -0.065 -0.380 0.219
C -0.407 -1.335 0.112 0.028 -0.180 -0.061
```
Forces are in eV/Å.

=====

Here is a molecular structure, CF2O3S at a distorted geometry from the Open Molecules 2025 dataset. Energies are from the ωB97M-V functional and the def2-TZVPD basis.

Values from the calculation:
F_max: 3.1 eV/A
Electronic energy: -23447.754 eV
HOMO-LUMO gap: 0.4751 Ha

Geometry as XYZ:
```
7
Properties=species:S:1:pos:R:3:forces:R:3
S 0.343 0.389 0.737 2.385 1.995 -0.027
F -0.227 1.246 -0.500 0.332 0.520 2.242
F 1.136 1.646 1.386 -1.914 -1.057 -0.328
O -0.095 -1.451 -1.887 0.646 -0.928 -1.727
O -0.609 -0.137 1.636 0.117 1.186 -0.503
O 1.440 -0.331 0.220 -0.028 -0.543 0.073
C -0.572 -0.894 -1.057 -1.538 -1.173 0.270
```
Forces are in eV/Å.

=====

Here is 2 unconnected molecules or ions with the total composition CF3I2P at a distorted geometry from the Open Molecules 2025 dataset. Energies are from the ωB97M-V functional and the def2-TZVPD basis.

Values from the calculation:
F_max: 1.3 eV/A
Electronic energy: -34677.695 eV
HOMO-LUMO gap (alpha / beta): 0.2929 / 0.2730 Ha

Geometry as XYZ:
```
7
Properties=species:S:1:pos:R:3:forces:R:3
I 3.083 1.900 0.671 0.135 0.083 0.186
I 2.372 -1.763 -0.168 -0.055 0.404 -0.056
P 1.796 0.534 -0.792 -0.046 -0.541 -0.170
F -2.177 -0.924 0.997 0.084 -0.002 -0.486
F -2.286 -0.367 -1.126 0.578 0.597 1.032
F -1.226 0.923 0.417 -0.566 -0.504 -0.859
C -1.563 -0.302 0.001 -0.131 -0.037 0.354
```
Forces are in eV/Å.

=====

Here is 2 unconnected molecules or ions with the total composition CF3NO2 at a distorted geometry from the Open Molecules 2025 dataset. Energies are from the ωB97M-V functional and the def2-TZVPD basis.

Values from the calculation:
F_max: 4.9 eV/A
Electronic energy: -14768.762 eV
HOMO-LUMO gap (alpha / beta): 0.3371 / 0.3405 Ha

Geometry as XYZ:
```
7
Properties=species:S:1:pos:R:3:forces:R:3
F 1.493 -0.441 1.090 0.125 -0.366 -0.716
F 1.509 -0.763 -1.135 0.270 -1.248 0.066
F 1.370 1.141 -0.338 0.482 3.375 -0.111
O -2.026 -1.043 -0.035 -1.980 -0.308 -0.126
O -1.818 1.142 0.354 -2.185 2.131 0.258
N -1.599 0.024 0.187 4.536 -1.848 -0.233
C 1.071 -0.060 -0.122 -1.248 -1.735 0.861
```
Forces are in eV/Å.

=====

Here is a molecular structure, CF3NO3 at a distorted geometry from the Open Molecules 2025 dataset. Energies are from the ωB97M-V functional and the def2-TZVPD basis.

Values from the calculation:
F_max: 4.0 eV/A
Electronic energy: -16817.110 eV
HOMO-LUMO gap: 0.3947 Ha

Geometry as XYZ:
```
8
Properties=species:S:1:pos:R:3:forces:R:3
F 0.737 0.139 2.150 0.637 -0.437 0.558
F -0.879 -1.126 1.577 -0.122 -2.450 -0.347
F -0.992 0.890 1.144 0.289 0.274 -0.762
O 0.641 -0.247 0.048 0.558 -1.400 -0.478
O 1.063 -0.213 -2.324 -0.767 0.088 0.591
O -0.809 0.615 -1.547 -3.419 1.697 -1.326
N 0.178 0.103 -1.643 3.065 -1.445 2.149
C -0.099 -0.176 1.163 -0.241 3.673 -0.386
```
Forces are in eV/Å.

=====

Here is 2 unconnected molecules or ions with the total composition CF4NO at a distorted geometry from the Open Molecules 2025 dataset. Energies are from the ωB97M-V functional and the def2-TZVPD basis.

Values from the calculation:
F_max: 2.6 eV/A
Electronic energy: -15428.614 eV
HOMO-LUMO gap: 0.1884 Ha
Net charge: +1

Geometry as XYZ:
```
7
Properties=species:S:1:pos:R:3:forces:R:3
F -2.126 0.791 0.406 -0.290 -0.563 0.019
F 0.406 -0.236 -0.234 -0.818 -1.021 0.536
F -2.767 -1.050 -0.170 0.070 0.244 0.443
F 1.833 1.220 -0.475 0.347 1.771 -0.502
O 2.480 -0.533 0.607 0.906 -1.914 1.539
N -2.251 0.009 -0.555 0.311 0.330 -0.457
C 1.675 0.075 0.076 -0.525 1.153 -1.578
```
Forces are in eV/Å.

=====

Here is a single CF5N2P molecule at a distorted geometry from the Open Molecules 2025 dataset. Energies are from the ωB97M-V functional and the def2-TZVPD basis.

Values from the calculation:
F_max: 4.0 eV/A
Electronic energy: -26890.215 eV
SMILES: F/N=C(\F)N(F)P(F)F
HOMO-LUMO gap: 0.3725 Ha

Geometry as XYZ:
```
9
Properties=species:S:1:pos:R:3:forces:R:3
P -1.335 -0.609 0.524 -1.190 -0.574 -1.856
F -2.718 0.081 0.125 0.337 0.067 0.561
F -0.745 1.964 0.221 1.059 -0.781 0.016
F 2.373 -1.349 0.386 0.438 0.264 -0.656
F -1.227 -1.384 -0.885 -0.270 -0.443 0.978
F 1.939 1.191 -0.343 -1.373 -0.591 0.223
N 1.107 -0.887 0.227 -0.394 -0.633 1.031
N -0.338 0.670 -0.160 -2.462 1.647 -0.773
C 0.945 0.322 -0.095 3.856 1.045 0.474
```
Forces are in eV/Å.

=====

Here is a molecular structure, CFIS at a distorted geometry from the Open Molecules 2025 dataset. Energies are from the ωB97M-V functional and the def2-TZVPD basis.

Values from the calculation:
F_max: 3.6 eV/A
Electronic energy: -22684.629 eV
HOMO-LUMO gap: 0.2469 Ha

Geometry as XYZ:
```
4
Properties=species:S:1:pos:R:3:forces:R:3
I -1.826 0.504 -0.082 0.780 3.012 0.250
S -0.084 2.256 0.104 -1.089 -0.224 -0.069
F -0.808 -1.832 -0.202 0.363 -3.605 -0.267
C -0.144 -0.778 -0.079 -0.054 0.817 0.086
```
Forces are in eV/Å.

=====

Here is a gas-phase ion, CFOS (charge -1) at a distorted geometry from the Open Molecules 2025 dataset. Energies are from the ωB97M-V functional and the def2-TZVPD basis.

Values from the calculation:
F_max: 2.7 eV/A
Electronic energy: -16639.210 eV
SMILES: [O-]C(F)=S
HOMO-LUMO gap: 0.2720 Ha
Net charge: -1

Geometry as XYZ:
```
4
Properties=species:S:1:pos:R:3:forces:R:3
S -0.983 1.295 0.463 1.086 -1.629 -0.925
F -0.080 -0.638 -1.224 -0.007 0.057 0.022
O 0.956 -0.570 0.729 0.018 -0.318 -0.607
C 0.108 -0.087 0.031 -1.098 1.889 1.510
```
Forces are in eV/Å.

=====

Here is a molecular structure, CH10BrMnO4 at a distorted geometry from the Open Molecules 2025 dataset. Energies are from the ωB97M-V functional and the def2-TZVPD basis.

Values from the calculation:
F_max: 2.8 eV/A
Expectation value of S²: 12.0096
Electronic energy: -110728.789 eV
2S+1: 7
HOMO-LUMO gap (alpha / beta): 0.1904 / 0.1479 Ha
Net charge: +2

Geometry as XYZ:
```
17
Properties=species:S:1:pos:R:3:forces:R:3
Br -0.024 0.854 1.247 -0.300 1.856 0.700
Mn -0.445 3.247 2.041 0.393 -1.568 -0.435
O 1.446 2.254 -1.930 -0.090 -0.117 -0.014
O -1.560 -1.954 3.134 -0.233 0.123 -0.452
O -1.977 -0.923 -0.591 -2.277 -1.670 -0.279
O 3.465 0.856 0.412 -0.179 0.299 0.137
C -1.531 -1.392 -1.816 -0.806 1.475 0.634
H 1.017 3.074 -1.686 -0.010 0.379 -0.218
H 2.608 0.691 0.805 0.012 -0.144 0.149
H 1.002 1.586 -1.407 0.104 -0.194 0.133
H -0.731 -2.423 3.225 0.246 -0.326 0.207
H -0.957 -2.276 -1.536 1.234 -0.635 -0.013
H -0.976 -0.496 -2.095 0.906 -0.702 -1.466
H -2.329 -1.801 -2.436 -0.286 0.334 0.075
H 3.603 0.118 -0.182 0.285 -0.202 -0.239
H -1.308 -0.373 -0.177 0.969 0.899 0.868
H -1.306 -1.042 2.993 0.033 0.195 0.213
```
Forces are in eV/Å.

=====

Here is 3 unconnected molecules or ions with the total composition CH10N2O2 at a distorted geometry from the Open Molecules 2025 dataset. Energies are from the ωB97M-V functional and the def2-TZVPD basis.

Values from the calculation:
F_max: 1.6 eV/A
Electronic energy: -8273.890 eV
SMILES: NCN.O.O
HOMO-LUMO gap: 0.3436 Ha

Geometry as XYZ:
```
15
Properties=species:S:1:pos:R:3:forces:R:3
O 1.193 1.966 1.875 -0.594 0.338 0.387
O -2.338 0.150 1.073 0.020 -0.074 0.462
N 0.734 -1.567 0.036 0.301 1.032 0.493
N -0.015 -0.105 -1.843 -0.244 0.027 -1.117
C 1.046 -0.676 -1.073 0.143 -1.103 1.207
H 1.659 -1.260 -1.715 0.431 -0.405 -1.033
H -1.843 0.116 0.253 -0.128 0.013 -0.157
H 1.744 0.034 -0.647 -0.339 0.748 -0.074
H -0.764 0.379 -1.385 0.178 0.349 0.594
H -0.462 -0.800 -2.426 0.119 -0.061 -0.039
H -3.148 0.644 0.919 0.093 0.000 -0.219
H 0.288 -1.045 0.774 -0.169 -0.531 0.249
H 0.618 1.835 2.641 0.245 -0.517 0.028
H 0.414 -2.507 -0.097 -0.372 0.059 -0.319
H 0.875 2.837 1.616 0.316 0.126 -0.464
```
Forces are in eV/Å.

=====

Here is 4 unconnected molecules or ions with the total composition CH10N2O4 at a distorted geometry from the Open Molecules 2025 dataset. Energies are from the ωB97M-V functional and the def2-TZVPD basis.

Values from the calculation:
F_max: 1.4 eV/A
Electronic energy: -12370.943 eV
SMILES: NC(N)=O.O.O.O
HOMO-LUMO gap: 0.3942 Ha

Geometry as XYZ:
```
17
Properties=species:S:1:pos:R:3:forces:R:3
O 1.873 -0.584 2.578 0.139 -0.401 0.205
O 0.888 -0.837 -1.633 1.204 -0.093 0.773
O -1.599 1.414 0.140 0.338 0.420 -0.332
O -1.462 -0.180 -2.102 -1.255 0.127 -0.503
N -0.231 -0.763 1.678 -0.399 -0.595 0.163
N 1.303 0.621 0.714 -0.101 -1.148 0.304
C 1.039 -0.297 1.754 -0.315 0.890 -0.328
H -0.610 -1.308 2.427 0.257 -0.154 0.221
H 0.454 1.074 0.402 0.173 0.667 -0.012
H -0.603 -0.536 -1.842 0.659 -0.239 0.049
H -1.609 1.015 -0.755 -0.333 0.081 0.004
H -0.913 -0.339 1.073 0.089 0.231 -0.018
H -1.520 2.372 -0.001 -0.153 -0.473 0.078
H 1.225 -0.445 -0.782 -0.168 0.027 -0.537
H 1.298 -1.703 -1.665 -0.022 -0.228 -0.131
H 2.124 1.147 0.936 0.099 0.534 -0.171
H -1.656 -0.650 -2.924 -0.213 0.355 0.236
```
Forces are in eV/Å.

=====

Here is 4 unconnected molecules or ions with the total composition CH10N2O4 at a distorted geometry from the Open Molecules 2025 dataset. Energies are from the ωB97M-V functional and the def2-TZVPD basis.

Values from the calculation:
F_max: 4.1 eV/A
Electronic energy: -12369.577 eV
SMILES: NC(N)=O.O.O.O
HOMO-LUMO gap: 0.3601 Ha

Geometry as XYZ:
```
17
Properties=species:S:1:pos:R:3:forces:R:3
O 0.453 1.957 1.232 -3.336 -0.646 1.076
O 1.390 -1.987 0.135 -1.187 0.972 -0.362
O 1.846 0.742 -0.466 -0.388 1.053 1.690
O -3.149 -0.607 -0.585 3.985 1.022 -0.124
N -1.167 0.200 -1.593 -2.964 -0.441 2.077
N -1.201 -0.920 0.646 1.790 1.048 -2.459
C -1.886 -0.481 -0.541 -2.687 -0.563 0.809
H 2.564 1.395 -0.515 -0.114 -0.550 -0.371
H -0.255 -1.297 0.621 -0.152 0.322 -0.671
H 1.355 1.126 0.378 1.046 -1.014 -1.966
H 2.196 -2.469 0.210 0.943 -0.186 -0.050
H -0.254 0.075 -1.924 1.384 -0.359 0.239
H -1.536 -1.118 1.554 -1.868 -0.148 0.158
H -0.429 1.448 1.104 1.960 0.820 -0.325
H -1.777 0.791 -2.154 0.214 -0.726 0.187
H 0.301 2.236 2.152 0.687 0.084 -0.254
H 1.547 -1.093 -0.255 0.686 -0.687 0.347
```
Forces are in eV/Å.